[1]
{"formula": "C6H10N2", "method": "ωB97M-V/def2-TZVPD", "symbols": ["C", "C", "C", "N", "C", "C", "N", "C", "H", "H", "H", "H", "H", "H", "H", "H", "H", "H"], "xyz": [[-0.13, 0.00, 1.54], [1.24, 0.01, 0.72], [1.20, 0.65, -0.67], [1.29, 0.22, -2.08], [0.13, -0.15, -1.33], [-1.16, 0.31, -0.70], [-2.00, -0.75, -0.32], [-0.98, -0.67, 0.53], [-0.27, 1.12, 1.74], [-0.16, -0.71, 2.43], [2.05, 0.20, 1.53], [1.49, -1.16, 0.50], [1.11, 1.90, -0.59], [1.11, 1.06, -2.69], [0.10, -1.13, -1.38], [-1.63, 1.28, 0.02], [-2.94, -0.39, -0.06], [-0.44, -1.79, 0.80]], "lowdin_charge": [-0.199, -0.189, -0.264, 0.081, -0.327, -0.140, 0.013, -0.417, 0.118, 0.128, 0.116, 0.148, 0.189, 0.118, 0.084, 0.219, 0.131, 0.189], "de_lowest_kj_mol": 983.3, "multiplicity": 1, "total_charge": 0, "gap_ha": 0.31520, "lumo_ev": 0.840, "smiles": "C1C[C@H]2N[C@@H]2[C@H]2N[C@H]12", "energy_ev": -9354.246}

[2]
{"formula": "C8H14F3N3O4PS", "method": "ωB97M-V/def2-TZVPD", "symbols": ["O", "P", "O", "O", "C", "N", "C", "C", "S", "C", "N", "N", "C", "O", "C", "C", "C", "F", "F", "F", "H", "H", "H", "H", "H", "H", "H", "H", "H", "H", "H", "H", "H", "H"], "xyz": [[-3.56, -0.95, -0.45], [-2.26, -1.57, 0.10], [-2.67, -3.21, 0.42], [-1.81, -0.92, 1.61], [-0.88, -1.62, -1.16], [-0.41, -0.29, -1.69], [1.08, -0.41, -1.92], [2.02, -0.10, -0.69], [2.55, -1.63, 0.28], [1.84, -1.33, 1.94], [0.92, -2.06, 2.74], [0.79, -1.25, 3.84], [1.58, -0.08, 3.73], [2.29, -0.10, 2.50], [-0.87, 0.91, -0.93], [-0.28, 2.32, -1.43], [-0.04, 3.37, -0.23], [0.81, 4.37, -0.76], [-1.26, 3.90, 0.26], [0.64, 2.81, 0.87], [-1.86, -3.61, 0.82], [-2.41, -1.37, 2.27], [-0.04, -2.28, -0.72], [-1.28, -2.23, -2.06], [-0.83, -0.21, -2.64], [1.31, -1.47, -2.29], [1.35, 0.32, -2.77], [3.00, 0.33, -1.11], [1.65, 0.66, 0.07], [1.71, 0.82, 4.40], [-2.01, 1.01, -1.01], [-0.61, 0.80, 0.17], [-1.10, 2.81, -2.08], [0.65, 2.28, -2.08]], "lowdin_charge": [-0.312, 0.642, -0.155, -0.184, -0.147, -0.138, -0.178, -0.403, 0.933, -0.555, 0.032, 0.000, -0.053, -0.050, -0.124, -0.020, -0.403, 0.081, 0.090, 0.071, 0.083, 0.108, 0.108, 0.160, 0.204, 0.145, 0.148, 0.115, 0.076, 0.153, 0.157, 0.131, 0.154, 0.129], "multiplicity": 1, "total_charge": 1, "gap_ha": 0.33687, "lumo_ev": -3.548, "smiles": "O=P(O)(O)C[N@H+](CCSc1nnco1)CCC(F)(F)F", "energy_ev": -49451.158}

[3]
{"formula": "C23H31Cl2EuN4O3", "method": "ωB97M-V/def2-TZVPD", "symbols": ["O", "C", "C", "C", "H", "C", "H", "C", "H", "C", "H", "C", "H", "H", "C", "C", "H", "H", "H", "C", "C", "H", "H", "H", "H", "Eu", "Cl", "Cl", "C", "O", "N", "C", "C", "H", "H", "H", "H", "H", "H", "H", "H", "H", "C", "C", "N", "H", "C", "O", "H", "H", "H", "H", "N", "C", "C", "C", "C", "C", "N", "C", "H", "H", "H", "H"], "xyz": [[1.34, 1.00, -0.95], [1.41, 1.55, -2.19], [1.49, 3.08, -2.11], [1.17, 3.77, -0.94], [0.94, 3.21, -0.03], [1.11, 5.17, -0.95], [0.83, 5.68, -0.03], [1.39, 5.88, -2.11], [1.31, 6.97, -2.12], [1.77, 5.19, -3.27], [2.01, 5.74, -4.19], [1.83, 3.80, -3.27], [2.12, 3.23, -4.16], [2.33, 1.20, -2.70], [0.39, -0.31, -3.71], [0.23, 1.05, -3.10], [-0.01, -0.33, -4.73], [-0.17, -1.07, -3.13], [1.45, -0.59, -3.74], [-0.86, 1.81, -3.27], [-2.06, 1.47, -4.10], [-0.93, 2.77, -2.75], [-2.17, 2.16, -4.94], [-2.96, 1.58, -3.48], [-2.04, 0.45, -4.49], [-0.57, -0.06, -0.16], [-2.09, 2.04, 0.48], [-2.47, -1.11, -1.70], [-2.66, -1.53, 1.63], [-1.42, -1.72, 1.56], [-3.51, -2.21, 2.40], [-3.12, -3.44, 3.07], [-4.89, -1.76, 2.57], [-3.12, -0.73, 1.02], [-2.07, -3.64, 2.85], [-3.74, -4.27, 2.71], [-3.28, -3.35, 4.15], [-4.99, -0.77, 2.11], [-5.15, -1.71, 3.63], [-5.59, -2.45, 2.07], [2.01, -5.10, -0.73], [4.49, -4.08, -0.40], [1.94, -4.31, -1.49], [4.18, -3.28, -1.08], [2.73, -3.15, -1.09], [0.90, -4.02, -1.63], [2.13, -2.06, -0.57], [0.89, -1.96, -0.45], [4.61, -2.33, -0.76], [2.82, -1.25, -0.27], [2.37, -4.70, -2.42], [4.53, -3.53, -2.09], [3.24, -0.52, 6.36], [2.27, -0.35, 5.72], [1.09, -0.10, 4.95], [-0.17, 0.00, 5.57], [-1.27, 0.39, 4.82], [-1.05, 0.68, 3.46], [0.11, 0.48, 2.85], [1.17, 0.10, 3.56], [-0.26, -0.22, 6.64], [-2.27, 0.49, 5.23], [-1.86, 1.09, 2.84], [2.12, -0.02, 3.02]], "lowdin_charge": [-0.401, -0.442, -0.190, -0.047, 0.087, -0.086, 0.099, -0.104, 0.095, -0.093, 0.096, -0.052, 0.116, 0.132, -0.085, -0.288, 0.081, 0.016, 0.076, -0.140, -0.114, 0.112, 0.078, 0.068, 0.056, 1.569, -0.247, -0.197, -0.382, -0.170, -0.172, -0.023, -0.033, 0.062, 0.088, 0.098, 0.094, 0.097, 0.094, 0.097, 0.100, 0.097, -0.020, -0.040, -0.177, 0.094, -0.270, -0.178, 0.092, 0.145, 0.094, 0.095, 0.155, -0.175, -0.208, -0.011, -0.030, -0.173, 0.034, -0.066, 0.126, 0.111, 0.028, 0.129], "multiplicity": 7, "s_squared": 12.011, "total_charge": 0, "gap_ha": [0.26263, 0.28259], "lumo_ev": [-0.816, -0.284], "energy_ev": -80834.528}

[4]
{"formula": "C6H9N", "method": "ωB97M-V/def2-TZVPD", "symbols": ["C", "C", "C", "C", "C", "C", "N", "H", "H", "H", "H", "H", "H", "H", "H", "H"], "xyz": [[0.88, -1.87, -1.17], [1.09, -0.99, -0.22], [0.62, -0.07, 0.60], [1.41, 0.82, 1.54], [-0.94, -0.15, 0.12], [-1.29, 0.80, -0.97], [-2.26, 0.49, 0.05], [0.66, -2.92, -0.94], [0.81, -1.57, -2.21], [1.22, 1.88, 1.36], [2.50, 0.68, 1.43], [1.19, 0.62, 2.59], [-1.11, -1.22, 0.06], [-1.46, 0.53, -2.02], [-0.75, 1.74, -0.85], [-2.55, 1.24, 0.65]], "lowdin_charge": [0.002, -0.105, -0.192, -0.064, -0.248, -0.166, 0.019, 0.067, 0.069, 0.069, 0.078, 0.071, 0.107, 0.101, 0.109, 0.083], "de_lowest_kj_mol": 464.3, "multiplicity": 1, "total_charge": 0, "gap_ha": 0.35302, "lumo_ev": 0.826, "smiles": "C=C=C(C)[C@@H]1CN1", "energy_ev": -7853.347}

[5]
{"formula": "C35H66IN4O15P2S2", "method": "ωB97M-V/def2-TZVPD", "symbols": ["C", "C", "C", "C", "C", "C", "C", "O", "C", "I", "N", "P", "O", "O", "O", "C", "N", "S", "C", "C", "C", "N", "C", "C", "N", "C", "S", "P", "O", "H", "H", "H", "H", "H", "H", "H", "H", "H", "H", "H", "H", "H", "H", "H", "H", "H", "H", "H", "H", "H", "H", "H", "H", "H", "H", "O", "C", "O", "C", "C", "C", "H", "H", "H", "H", "H", "H", "H", "H", "O", "C", "O", "C", "C", "C", "H", "H", "H", "H", "H", "H", "H", "H", "O", "C", "O", "C", "C", "C", "H", "H", "H", "H", "H", "H", "H", "H", "O", "C", "O", "C", "C", "C", "H", "H", "H", "H", "H", "H", "H", "H", "O", "C", "O", "C", "C", "C", "H", "H", "H", "H", "H", "H", "H", "H"], "xyz": [[4.85, -0.69, 2.11], [4.82, 0.85, 2.01], [5.45, 1.29, 0.69], [3.44, 1.46, 2.36], [2.51, 1.86, 1.21], [2.83, 3.22, 0.55], [2.30, 0.75, 0.16], [0.88, 0.54, 0.02], [0.46, -0.65, -0.63], [1.82, -1.62, -1.95], [-0.87, -0.24, -1.21], [-0.69, 1.31, -1.99], [-1.60, 1.35, -3.12], [0.78, 1.48, -2.55], [-1.06, 2.48, -1.02], [-1.72, -0.32, -0.11], [-2.98, 0.01, -0.04], [-3.82, 0.69, -1.41], [-3.73, -0.19, 1.17], [-4.03, -1.45, 1.65], [-4.76, -1.54, 2.80], [-5.26, -0.53, 3.52], [-4.96, 0.66, 2.99], [-4.21, 0.89, 1.87], [-1.14, -0.88, 1.01], [-0.04, -1.64, 0.46], [1.05, -2.02, 1.87], [-0.53, -3.33, -0.21], [-1.58, -3.99, 0.59], [4.53, -1.15, 1.18], [5.88, -1.01, 2.26], [4.25, -1.05, 2.94], [5.51, 1.18, 2.79], [6.50, 1.03, 0.71], [4.97, 0.88, -0.19], [5.44, 2.38, 0.66], [2.90, 0.71, 2.94], [3.60, 2.31, 3.02], [1.52, 2.01, 1.66], [3.18, 3.91, 1.31], [1.92, 3.60, 0.08], [3.58, 3.09, -0.22], [2.84, -0.13, 0.49], [2.71, 1.10, -0.78], [0.75, 1.15, -3.46], [-0.52, 2.53, -0.22], [-5.06, 0.31, -1.05], [-3.70, -2.34, 1.13], [-4.97, -2.54, 3.18], [-5.36, 1.53, 3.51], [-3.99, 1.90, 1.55], [-0.93, -0.26, 1.78], [2.11, -2.56, 1.24], [0.67, -4.06, -0.21], [-0.91, -3.22, -1.56], [6.03, -0.35, -2.18], [6.81, 0.31, -2.81], [8.11, 0.28, -2.46], [9.15, 0.86, -3.25], [9.36, 2.33, -2.93], [6.37, 1.24, -3.91], [8.98, 0.69, -4.31], [10.05, 0.30, -2.99], [8.47, 2.92, -3.17], [10.20, 2.72, -3.49], [9.55, 2.46, -1.86], [6.12, 2.21, -3.48], [5.48, 0.82, -4.37], [7.10, 1.37, -4.70], [-2.61, 3.56, 1.17], [-2.77, 4.56, 1.83], [-3.76, 4.58, 2.73], [-3.92, 5.62, 3.71], [-4.72, 6.78, 3.17], [-1.94, 5.79, 1.60], [-2.95, 5.93, 4.11], [-4.45, 5.15, 4.54], [-4.22, 7.26, 2.34], [-4.89, 7.52, 3.95], [-5.69, 6.43, 2.81], [-2.42, 6.40, 0.84], [-0.96, 5.49, 1.25], [-1.79, 6.39, 2.50], [-1.00, -5.26, -2.85], [-0.38, -6.19, -2.39], [0.81, -6.50, -2.93], [1.71, -7.45, -2.35], [1.42, -8.86, -2.80], [-0.95, -7.06, -1.30], [1.73, -7.35, -1.26], [2.70, -7.15, -2.70], [0.43, -9.19, -2.47], [2.16, -9.55, -2.40], [1.43, -8.92, -3.89], [-1.54, -7.86, -1.75], [-1.61, -6.44, -0.68], [-0.20, -7.48, -0.64], [2.23, 3.08, -7.47], [1.49, 3.78, -6.83], [1.08, 3.35, -5.62], [0.37, 4.16, -4.68], [-1.12, 4.12, -4.93], [0.94, 5.07, -7.38], [0.76, 5.18, -4.67], [0.59, 3.74, -3.71], [-1.38, 4.54, -5.90], [-1.65, 4.69, -4.16], [-1.48, 3.09, -4.91], [0.02, 4.85, -7.93], [1.67, 5.49, -8.06], [0.74, 5.82, -6.62], [-7.78, -2.68, 7.86], [-7.57, -3.45, 6.97], [-8.17, -4.66, 7.00], [-8.15, -5.57, 5.90], [-6.93, -6.46, 5.92], [-6.57, -3.15, 5.88], [-8.26, -5.04, 4.95], [-9.05, -6.18, 6.01], [-6.01, -5.88, 5.82], [-6.97, -7.19, 5.12], [-6.87, -6.99, 6.87], [-5.58, -3.47, 6.20], [-6.56, -2.07, 5.72], [-6.82, -3.61, 4.92]], "lowdin_charge": [-0.075, -0.394, -0.063, -0.130, -0.325, -0.044, -0.211, -0.193, -0.860, 1.149, 0.012, 0.366, -0.286, -0.120, -0.071, -0.349, -0.250, 1.001, -0.274, 0.006, -0.119, 0.104, -0.116, -0.007, 0.076, -0.874, 0.851, 0.643, -0.409, 0.065, 0.084, 0.071, 0.127, 0.088, 0.060, 0.075, 0.101, 0.116, 0.130, 0.084, 0.070, 0.067, 0.063, 0.101, 0.104, 0.088, -0.073, 0.115, 0.110, 0.117, 0.090, 0.158, -0.106, 0.010, 0.017, 0.075, -0.531, 0.003, -0.228, -0.062, 0.019, 0.114, 0.125, 0.067, 0.085, 0.084, 0.095, 0.090, 0.075, 0.067, -0.512, 0.006, -0.218, -0.057, 0.028, 0.115, 0.126, 0.070, 0.088, 0.087, 0.103, 0.086, 0.078, 0.068, -0.544, 0.000, -0.233, -0.059, 0.018, 0.111, 0.123, 0.070, 0.085, 0.087, 0.100, 0.077, 0.076, 0.113, -0.528, -0.011, -0.239, -0.060, 0.015, 0.115, 0.096, 0.072, 0.086, 0.065, 0.098, 0.092, 0.072, 0.115, -0.529, 0.001, -0.239, -0.065, 0.000, 0.111, 0.123, 0.065, 0.081, 0.085, 0.095, 0.078, 0.063], "multiplicity": 1, "total_charge": 1, "gap_ha": 0.30274, "lumo_ev": -3.094, "energy_ev": -122382.634}

[6]
{"formula": "C2H7N3", "method": "ωB97M-V/def2-TZVPD", "symbols": ["H", "N", "C", "N", "H", "H", "H", "C", "N", "H", "H", "H"], "xyz": [[0.11, -2.11, 0.68], [-0.10, -1.19, 1.08], [0.96, -0.52, 0.84], [2.29, -0.93, 1.11], [0.99, 0.57, 0.67], [2.47, -1.93, 1.19], [2.85, -0.64, 0.31], [-2.03, 1.07, -0.84], [-1.17, 1.58, -1.65], [-1.67, 0.54, 0.04], [-3.03, 1.41, -1.08], [-1.67, 2.15, -2.34]], "lowdin_charge": [0.045, 0.047, -0.382, 0.052, 0.108, 0.082, 0.080, -0.122, -0.009, 0.027, 0.054, 0.020], "de_lowest_kj_mol": 208.1, "multiplicity": 1, "total_charge": 0, "gap_ha": 0.38868, "lumo_ev": 1.098, "smiles": "[H]/N=C\\N.C=N", "energy_ev": -6655.799}

[7]
{"formula": "C14H13NO5S3Sc", "method": "ωB97M-V/def2-TZVPD", "symbols": ["Sc", "S", "C", "C", "C", "C", "C", "C", "S", "H", "H", "H", "H", "N", "C", "C", "C", "C", "C", "C", "S", "O", "O", "O", "H", "H", "H", "H", "H", "H", "C", "C", "O", "O", "H", "H", "H"], "xyz": [[0.45, 0.04, -0.05], [0.66, 2.38, -0.62], [-1.11, 2.61, -0.65], [-1.60, 3.88, -0.33], [-2.95, 4.15, -0.35], [-3.85, 3.14, -0.67], [-3.39, 1.88, -0.97], [-2.02, 1.59, -0.97], [-1.53, -0.07, -1.39], [-0.90, 4.66, -0.06], [-3.30, 5.14, -0.11], [-4.92, 3.34, -0.69], [-4.08, 1.08, -1.21], [-0.18, -0.96, 1.89], [-0.26, -0.09, 3.05], [-1.32, -0.17, 3.94], [-1.36, 0.69, 5.03], [-0.36, 1.61, 5.24], [0.69, 1.70, 4.34], [0.75, 0.85, 3.24], [-0.38, 2.69, 6.69], [-1.75, 2.58, 7.17], [-0.01, 3.99, 6.15], [0.61, 2.09, 7.57], [-1.10, -1.37, 1.70], [0.46, -1.73, 2.05], [-2.11, -0.89, 3.78], [-2.19, 0.65, 5.73], [1.47, 2.44, 4.50], [1.59, 0.94, 2.55], [1.31, -3.42, -1.35], [2.33, -2.33, -1.06], [3.51, -2.45, -1.27], [1.80, -1.25, -0.50], [1.74, -4.17, -2.01], [0.41, -3.00, -1.80], [1.02, -3.90, -0.42]], "lowdin_charge": [0.612, 0.558, -0.692, -0.131, -0.097, -0.101, -0.143, -0.685, 0.551, 0.098, 0.100, 0.097, 0.092, 0.007, -0.310, -0.030, -0.043, -0.244, -0.036, -0.044, 0.396, -0.370, -0.362, -0.359, 0.096, 0.113, 0.110, 0.111, 0.122, 0.101, 0.001, -0.633, 0.086, -0.209, 0.080, 0.074, 0.083], "multiplicity": 1, "total_charge": -1, "gap_ha": 0.27508, "lumo_ev": 1.755, "energy_ev": -79669.561}

[8]
{"formula": "C2H3BrO2", "method": "ωB97M-V/def2-TZVPD", "symbols": ["C", "C", "O", "O", "Br", "H", "H", "H"], "xyz": [[2.98, -0.71, -0.06], [0.24, 0.17, 0.22], [2.45, -1.75, -0.22], [1.44, 0.80, 0.13], [4.49, 0.28, 0.03], [0.21, -0.75, 0.85], [-0.36, -0.33, -0.67], [-0.43, 0.80, 0.77]], "lowdin_charge": [-0.670, -0.324, 0.105, -0.255, 0.915, 0.064, 0.105, 0.060], "de_lowest_kj_mol": 390.9, "multiplicity": 1, "total_charge": 0, "gap_ha": [0.30031, 0.30053], "lumo_ev": [-0.845, -0.844], "energy_ev": -76256.226}